This record from the Open Molecules 2025 dataset describes a single C2H2N4O3 molecule in a non-equilibrium geometry. The level of theory is ωB97M-V/def2-TZVPD.

Computed properties:
**Energy relative to the best compared isomer or geometry (same formula, charge and spin)**: 5.5292 eV
**2S+1**: 1
**Structure (SMILES)**: [H]/N=[N+](\[O-])Oc1cnon1
**LUMO level**: 0.163 eV

Geometry (Å):
1 H -1.71565 2.18561 -1.21647
2 N -1.15115 1.52302 -0.73260
3 N -0.02177 1.82969 -0.27491
4 O 0.53866 2.86522 -0.29283
5 O 0.60961 0.83007 0.45945
6 C 0.39599 -0.44443 0.11049
7 C 0.50548 -1.54537 1.12277
8 N 0.14416 -2.62349 0.47160
9 O -0.15977 -2.28834 -0.74835
10 N 0.04517 -1.01373 -1.01400
11 H 0.80927 -1.31824 2.11485

This record from the Open Molecules 2025 dataset describes a single C2H2N6 molecule in a non-equilibrium geometry. The level of theory is ωB97M-V/def2-TZVPD.

Computed properties:
**Energy relative to the best compared isomer or geometry (same formula, charge and spin)**: 2.7180 eV
**2S+1**: 1
**Structure (SMILES)**: [H]/N=c1\nncnnn1
**LUMO level**: -0.865 eV

Geometry (Å):
1 H -0.56324 2.61862 0.05736
2 N -0.57152 1.93196 -0.77736
3 C 0.10624 0.83937 -0.57143
4 N 0.97182 0.68080 0.66894
5 N 0.68613 -0.27277 1.33823
6 C -0.27848 -1.21286 0.94567
7 N -0.27070 -1.71204 -0.24574
8 N 0.53265 -1.30360 -1.38763
9 N 0.57222 -0.11834 -1.62097
10 H -1.18512 -1.45114 1.59294

This record from the Open Molecules 2025 dataset describes a single C2H2N6 molecule in a non-equilibrium geometry. The level of theory is ωB97M-V/def2-TZVPD.

Computed properties:
**Energy relative to the best compared isomer or geometry (same formula, charge and spin)**: 2.6944 eV
**2S+1**: 1
**Structure (SMILES)**: [H]/N=c1\nncnnn1
**LUMO level**: -1.912 eV

Geometry (Å):
1 H -0.76803 2.14475 -0.04804
2 N -1.38208 1.43763 -0.46363
3 C -0.47137 0.56207 -0.73508
4 N 0.97879 0.79402 -0.68412
5 N 1.61729 0.27554 0.33027
6 C 0.77543 -0.68257 1.00122
7 N -0.14551 -1.50425 0.60606
8 N -0.51572 -1.67744 -0.69413
9 N -0.85171 -0.64552 -1.40842
10 H 0.76292 -0.70423 2.09587

This record from the Open Molecules 2025 dataset describes a molecular structure, C2H2N6 in a non-equilibrium geometry. The level of theory is ωB97M-V/def2-TZVPD.

Computed properties:
**Energy relative to the best compared isomer or geometry (same formula, charge and spin)**: 4.0055 eV
**2S+1**: 1
**LUMO level**: -1.609 eV

Geometry (Å):
1 C -1.05290 -0.09368 -0.05898
2 C 0.49335 1.24775 -0.12005
3 H -1.52990 -1.71588 0.54855
4 H 0.98842 2.26802 -0.48082
5 N -1.71824 -0.58177 0.87791
6 N -0.74230 1.22565 -0.44289
7 N 1.40037 0.43408 0.78478
8 N 1.39688 -0.81365 0.47771
9 N 0.98247 -1.11761 -0.62424
10 N -0.21813 -0.85290 -0.96196

Gap between HOMO and LUMO readings, ordered: 0.4010, 0.3194, 0.3206, 0.3296 Ha